1.
{"formula": "C31H34BN4OS5Sr", "method": "ωB97M-V/def2-TZVPD", "elements": ["Sr", "C", "C", "S", "C", "C", "S", "C", "C", "S", "H", "H", "H", "H", "H", "H", "H", "H", "H", "H", "H", "H", "N", "C", "C", "C", "C", "C", "C", "S", "N", "C", "C", "C", "C", "C", "C", "N", "H", "H", "H", "H", "H", "H", "H", "H", "H", "O", "S", "C", "C", "C", "C", "C", "C", "C", "C", "C", "C", "C", "C", "H", "H", "H", "H", "H", "H", "H", "H", "H", "H", "B", "C", "N", "H", "H", "H"], "coordinates": [[0.169392, -0.103599, -1.188472], [2.050977, -0.292699, -5.802197], [1.549913, 0.952137, -5.067787], [0.291961, 0.587042, -3.766339], [0.890226, 1.793641, -2.501881], [2.170381, 1.305159, -1.536412], [2.772766, -0.437020, -1.726868], [4.096593, -0.151633, -2.969666], [4.118541, -1.218863, -4.069031], [2.576136, -1.717695, -4.843318], [2.860374, 0.026778, -6.464106], [1.269308, -0.692351, -6.450527], [1.090933, 1.646517, -5.767729], [2.379517, 1.458494, -4.583900], [0.015177, 2.050462, -1.867597], [1.146130, 2.717549, -3.008334], [1.884997, 1.418964, -0.471278], [3.013030, 1.968469, -1.690821], [5.045667, -0.131795, -2.439402], [3.931050, 0.829909, -3.402291], [4.512047, -2.156908, -3.672989], [4.824834, -0.883412, -4.832666], [0.166813, -3.675081, 2.418904], [-0.152932, -3.263492, 3.730268], [0.156126, -4.072075, 4.810833], [-0.164530, -3.661095, 6.096945], [-0.763907, -2.428352, 6.298885], [-1.044868, -1.610989, 5.212295], [-0.763042, -2.031591, 3.919068], [-1.226998, -1.045661, 2.552142], [-0.182244, -1.614126, 1.307624], [0.277999, -2.800068, 1.368200], [0.978813, -3.365719, 0.165763], [2.002585, -4.296660, 0.285114], [2.551758, -4.826164, -0.871799], [2.044958, -4.426253, -2.096690], [1.030181, -3.482218, -2.110285], [0.511364, -2.940883, -1.007817], [0.468419, -4.621717, 2.278214], [0.636517, -5.028680, 4.640411], [0.062235, -4.303879, 6.936560], [-1.014492, -2.098404, 7.297679], [-1.509909, -0.645526, 5.374414], [2.369487, -4.587335, 1.259738], [3.355742, -5.548212, -0.812527], [2.417493, -4.832231, -3.027252], [0.607906, -3.154335, -3.052308], [-0.195959, 1.342723, 0.645755], [-0.096875, 2.839560, 0.929187], [-1.389792, 3.487469, -0.121558], [-1.359155, 4.824931, -0.496177], [-2.369020, 5.308214, -1.314639], [-3.379263, 4.461567, -1.753593], [-3.391518, 3.125223, -1.378746], [-2.392266, 2.626884, -0.551916], [-0.746738, 3.194879, 2.516113], [-1.843996, 2.521546, 3.040188], [-2.311339, 2.898985, 4.285542], [-1.692532, 3.935257, 4.981600], [-0.598642, 4.595081, 4.446682], [-0.108096, 4.219287, 3.202063], [-0.566895, 5.480293, -0.154299], [-2.367075, 6.347194, -1.616532], [-4.162035, 4.844846, -2.394765], [-4.177386, 2.466015, -1.723268], [-2.403639, 1.582634, -0.267096], [-2.319153, 1.717529, 2.495770], [-3.164083, 2.393849, 4.719356], [-2.071752, 4.225277, 5.952663], [-0.118421, 5.391800, 4.998185], [0.757242, 4.711397, 2.776085], [-4.264244, -2.539664, -1.441279], [-3.021124, -1.535184, -1.165615], [-2.130489, -0.821550, -0.964518], [-4.823570, -2.104340, -2.433943], [-4.957803, -2.493192, -0.440182], [-3.809806, -3.656911, -1.621832]], "atomic_forces_ev_per_a": [[-3.2337, -4.3046, 3.1926], [0.0089, 0.2422, -0.2424], [-0.1371, -0.5130, 0.3064], [0.6730, 1.3174, -1.1218], [0.9276, 0.3480, 0.0313], [-0.2238, 0.5431, -0.5270], [1.4288, 1.0815, -0.3386], [-0.4889, -0.3806, -0.1094], [0.3144, 0.1201, 0.0408], [-0.1481, -0.0693, 0.1062], [-0.0091, -0.0502, -0.0104], [-0.0272, 0.0117, 0.0357], [-0.0040, -0.0090, -0.0621], [-0.0296, 0.0551, 0.0875], [0.5061, 0.3588, -0.4322], [0.1414, 0.0050, 0.0076], [0.2206, 0.1853, -0.5063], [-0.0155, 0.0605, -0.1003], [0.0515, -0.0380, -0.0132], [-0.0284, 0.0579, 0.0481], [0.0084, 0.0183, 0.0216], [0.0014, -0.0664, -0.0118], [-0.1987, 0.3275, -0.1392], [0.0761, -0.1160, -0.0966], [0.0078, 0.0356, -0.0208], [-0.0004, 0.0078, 0.0289], [0.0124, -0.0474, -0.0270], [0.0067, 0.0374, -0.0218], [0.0778, -0.1131, 0.5230], [0.1333, 0.0295, -0.6385], [0.1012, 0.3387, 0.0532], [0.1003, -0.4946, 0.0737], [-0.1477, 0.1794, 0.2704], [-0.0876, 0.0275, -0.0442], [0.0518, -0.0414, -0.0217], [-0.0018, -0.0195, 0.0362], [-0.1203, -0.0104, -0.0161], [0.3407, 0.1558, -0.3439], [-0.0227, -0.0589, 0.0354], [-0.0012, 0.0007, 0.0230], [-0.0088, 0.0038, -0.0045], [0.0056, -0.0066, -0.0024], [0.0194, 0.0074, -0.0568], [0.0443, 0.0018, -0.0127], [-0.0067, 0.0012, -0.0105], [0.0017, -0.0166, 0.0139], [0.0065, 0.0606, 0.0168], [0.3279, 0.7263, 0.5904], [-0.0775, -0.2538, -0.7776], [-0.1027, 0.1449, 0.0502], [-0.0413, -0.0807, 0.0100], [0.0008, 0.0531, -0.0312], [-0.0243, -0.0066, -0.0144], [0.0735, 0.0369, 0.0270], [-0.0725, 0.0501, -0.0997], [-0.0739, -0.0336, 0.3127], [-0.0437, 0.0375, 0.0265], [0.0394, 0.0616, 0.0506], [-0.0598, -0.0415, 0.0113], [0.0526, 0.0134, -0.0466], [-0.1163, -0.0738, 0.1347], [0.0075, -0.0116, 0.0155], [0.0138, -0.0037, 0.0119], [0.0121, 0.0146, 0.0045], [0.0151, -0.0156, 0.0123], [0.0274, -0.0415, 0.0639], [0.0394, -0.0047, -0.0866], [0.0012, -0.0116, -0.0242], [0.0095, 0.0006, -0.0028], [-0.0052, 0.0000, -0.0050], [0.0090, -0.0073, -0.0066], [0.3909, 0.3771, 0.1169], [-0.7054, -0.6843, -0.1333], [-0.1893, 0.3132, -0.2416], [0.0482, -0.0616, 0.1635], [0.0754, 0.0288, -0.1747], [0.0421, 0.2099, 0.0221]], "homo_lumo_gap_ev": 7.18, "charge": 1, "mol_weight_g_mol": 737.41, "spin_multiplicity": 1}

***

2.
{"formula": "C4H35NO16", "method": "ωB97M-V/def2-TZVPD", "elements": ["C", "N", "C", "C", "O", "C", "O", "O", "H", "H", "H", "H", "H", "H", "H", "H", "H", "H", "H", "O", "H", "H", "O", "H", "H", "O", "H", "H", "O", "H", "H", "O", "H", "H", "O", "H", "H", "O", "H", "H", "O", "H", "H", "O", "H", "H", "O", "H", "H", "O", "H", "H", "O", "H", "H", "O"], "coordinates": [[1.335726, 1.477192, 1.202015], [-0.061461, 1.524775, 0.741623], [-0.449957, 0.245180, 0.110532], [-1.902822, 0.340031, -0.428169], [-2.491455, -0.937626, -0.359833], [0.485670, -0.122180, -1.036377], [1.110250, -1.270925, -0.840441], [0.726054, 0.535338, -2.042049], [2.114320, 1.506367, 0.335014], [1.575736, 0.579896, 1.836934], [1.490749, 2.387325, 1.837920], [-0.208609, 2.342258, 0.102782], [-0.415106, -0.534182, 0.937110], [-1.934107, 0.642256, -1.472703], [-2.518796, 1.016905, 0.198621], [-2.731562, -1.118487, 0.633850], [1.941047, -1.433575, -1.666694], [-1.153110, -1.971758, -3.322383], [-1.863717, -1.365895, -2.148090], [-1.074696, -1.270612, -2.671337], [0.110697, 1.311937, 3.421191], [-0.403394, -0.068567, 4.014546], [-0.373324, 0.924084, 4.170428], [3.313313, -0.439346, -2.472309], [1.965470, -0.606284, -3.187084], [2.676431, -1.143926, -2.767054], [1.384281, 2.144469, -2.190816], [1.537391, 3.588597, -1.557271], [1.995915, 2.905032, -2.159223], [-0.717244, 3.203332, -1.893634], [-1.006577, 4.437696, -1.056283], [-0.395407, 3.747797, -1.141663], [-0.248368, -2.635929, -1.033931], [-1.619453, -2.456114, -0.441545], [-0.927489, -3.119328, -0.673495], [-2.098883, -1.432716, 2.660036], [-2.940595, -0.177286, 2.379623], [-2.941970, -1.109559, 2.193118], [-1.956108, 1.762175, 1.973765], [-2.003982, 1.362917, 3.429151], [-2.559706, 1.506724, 2.676938], [0.224721, -1.765369, 2.737318], [-0.585358, -2.306709, 3.896476], [-0.551431, -1.591776, 3.303163], [4.718343, 1.369915, -1.552365], [3.379643, 1.823153, -1.995326], [3.966566, 1.087685, -1.997104], [-0.608790, 1.389326, -2.863721], [-0.745959, 2.367068, -4.049965], [-1.093815, 2.151081, -3.203844], [1.516466, -1.819485, 0.839025], [1.254017, -3.088116, 1.659702], [1.558148, -2.161352, 1.757132], [-0.311963, -3.997554, 0.659358], [0.363706, -5.330905, 1.108504], [0.150537, -4.404944, 1.408851]], "atomic_forces_ev_per_a": [[1.1566, 0.7660, -0.2926], [0.2652, -0.3249, -0.5338], [-0.5658, 0.9414, 0.6252], [-0.0787, -0.3220, 0.9022], [-0.7920, -0.6255, 0.6949], [1.1314, -1.6065, 0.4121], [1.2216, 0.1240, -0.8020], [-0.4380, 0.6709, 0.3903], [-1.1685, -0.0755, 1.3602], [-0.5086, 0.6854, -0.6598], [0.1565, -0.7346, -0.5643], [0.2310, -0.9367, 0.6409], [0.0174, 0.7679, -1.3015], [-0.0144, 0.3221, 0.1448], [0.5867, -0.0133, -0.4604], [0.1375, 0.3323, -0.8785], [-1.1439, 0.8602, 0.6103], [0.0783, -0.1150, -0.1300], [-0.7993, -0.1110, 0.5545], [0.2399, -0.0056, -1.1751], [-0.1915, -0.3914, 0.3556], [0.2351, 1.3531, -0.0605], [0.1634, -0.6152, -0.0621], [-0.0855, -0.1170, -0.0468], [0.4648, -0.3490, 0.2311], [-0.2494, 0.1204, -0.0196], [0.1022, 0.4056, 0.1804], [0.8143, -1.6235, -1.4416], [-0.6557, 1.4239, 1.1385], [0.0253, 0.1329, -0.2237], [-1.3727, 1.6349, 0.3145], [1.1388, -1.3598, -0.0881], [2.4840, 1.8723, -1.3521], [0.5123, -0.2701, -0.2615], [-3.0365, -2.2670, 1.7750], [-1.3335, 0.4999, -0.9085], [-0.1690, 1.5139, 0.3541], [1.1117, -2.1249, 0.2583], [0.4445, 0.1012, -0.0480], [1.0293, -0.0751, 1.1236], [-1.4835, 0.3388, -1.0290], [0.6774, -0.0746, -0.5522], [-0.0897, -1.5534, 1.3016], [-0.2654, 1.0697, -0.5382], [2.2341, 0.5701, 1.2092], [-1.3930, 1.5889, -0.0826], [-0.6896, -2.2157, -1.0957], [0.3361, -0.3844, -0.1794], [0.5132, 0.1940, -1.0543], [-1.0002, 0.2195, 0.9665], [0.0055, -0.0933, 0.4569], [0.0900, -0.1002, 0.0305], [-0.0021, 0.1978, -0.2613], [-0.4279, 0.2701, -0.5957], [-0.3313, 1.5183, 0.5461], [0.6818, -2.0099, 0.1213]], "homo_lumo_gap_ev": 9.89, "charge": 0, "mol_weight_g_mol": 353.32, "spin_multiplicity": 1}

***

3.
{"formula": "C4H7NO3", "method": "ωB97M-V/def2-TZVPD", "elements": ["O", "C", "N", "C", "O", "O", "C", "C", "H", "H", "H", "H", "H", "H", "H"], "coordinates": [[0.323185, 1.529752, 1.660113], [0.132362, 1.002909, 0.577876], [0.689944, -0.274103, 0.501092], [-0.051269, -1.366772, 0.026441], [0.246129, -2.503499, 0.880786], [-0.829519, -1.424975, -0.873786], [-0.696843, 1.391596, -0.706902], [0.207700, 1.708249, -1.815099], [1.461852, -0.589226, 1.146973], [-0.589461, -3.036485, 1.007121], [-1.309498, 2.350775, -0.467617], [-1.519950, 0.530220, -0.834502], [0.857990, 2.587297, -1.358691], [0.938238, 0.831825, -2.111069], [-0.138847, 2.018194, -2.720643]], "atomic_forces_ev_per_a": [[-0.5425, 1.1417, -1.6778], [-0.4497, -0.1924, 0.9836], [0.9920, -2.9808, -0.7586], [0.7681, -1.4286, 1.6403], [-1.3375, 1.1219, -0.8556], [0.0169, -0.1579, 0.1766], [-3.6312, 0.0483, 2.7088], [5.2270, -0.6794, 1.7442], [-1.6575, 1.0496, -0.5056], [1.2809, 0.8196, -0.6746], [1.0654, -1.6183, -0.0582], [2.1025, 1.9989, -0.0452], [-0.8466, -1.6862, -1.3665], [-1.2779, 1.5582, 0.8988], [-1.7098, 1.0053, -2.2102]], "homo_lumo_gap_ev": 10.86, "charge": 0, "mol_weight_g_mol": 117.10, "spin_multiplicity": 1}

***

4.
{"formula": "C4H7FN2", "method": "ωB97M-V/def2-TZVPD", "elements": ["C", "C", "C", "C", "N", "N", "F", "H", "H", "H", "H", "H", "H", "H"], "coordinates": [[-0.639856, -1.255346, 0.719585], [0.745215, -0.776967, 0.954646], [-1.186250, 0.398410, -0.855660], [1.061250, 0.713241, 0.016880], [-1.432085, -0.874077, -0.180754], [-0.158432, 1.252326, -0.218884], [1.692022, 0.394068, -1.234584], [-0.932028, -2.287772, 1.260374], [1.008645, -0.532555, 1.906243], [1.542562, -1.481052, 0.648737], [-1.200601, 0.065348, -1.939176], [-2.050441, 0.922142, -0.827600], [1.697319, 1.321534, 0.489549], [-0.147319, 2.140698, -0.739357]], "atomic_forces_ev_per_a": [[-0.0897, -3.0451, 0.4163], [1.4102, 2.5726, -4.3446], [1.9351, -2.7631, -0.3172], [-2.0212, -5.9764, -0.8480], [-0.4025, 1.0478, 0.5485], [-2.3098, 1.0962, -1.5254], [0.1937, -0.3014, 0.6475], [0.6361, 2.3012, -1.0252], [0.2247, 0.7703, 2.9756], [-0.7391, 0.0134, -0.2320], [1.3223, 0.7375, 0.6810], [-2.8690, 1.7473, 0.5152], [2.4184, 2.2364, 1.9414], [0.2909, -0.4368, 0.5669]], "homo_lumo_gap_ev": 10.48, "charge": 0, "mol_weight_g_mol": 102.11, "spin_multiplicity": 1}